No. 1
Molecular formula: C33H49BCl2N7Re
Method: DFT, ωB97M-V/def2-TZVPD

Last column: Mulliken spin population.
Atoms and positions in Å:
Re -0.52340 0.04460 0.10240  1.142
Cl -3.01960 1.26000 1.89030  0.003
Cl -3.80710 -1.80360 -2.45520  -0.003
N -0.10570 2.12850 -0.00060  -0.038
N 2.31200 0.83070 0.87300  -0.028
N -2.22810 -0.41600 -0.32910  -0.119
N 0.62100 2.68090 1.00690  -0.016
N 0.69340 0.81930 2.74000  -0.017
N -0.10880 -0.09970 2.16270  -0.090
N 1.61460 0.02250 0.03590  0.051
C -4.45330 -0.92400 -1.13060  -0.043
C 0.42170 2.26640 5.88780  0.000
C 3.77700 -0.33400 -0.28550  -0.015
C 2.03950 4.90300 2.88920  0.001
C -5.47080 0.54160 1.01120  0.021
C 4.92440 2.72750 1.02550  -0.001
C 2.26700 0.56360 6.00510  0.000
C -2.93660 2.86600 -1.52840  0.009
C -1.09260 1.78450 -2.87260  0.011
C -4.11150 0.43570 0.83860  -0.039
C -0.59170 3.10880 -0.77850  0.003
C -6.32320 -0.08000 0.10830  -0.040
C -0.62450 -0.89180 3.11740  0.019
C 2.48950 -0.69220 -0.67750  0.054
C -0.16540 4.31500 -0.24870  -0.006
C -0.27530 5.70720 2.42940  0.001
C -2.19700 -2.60070 4.05780  0.003
C 1.00890 5.14470 1.79510  0.002
C -0.12800 -0.46370 4.33960  -0.003
C 2.69040 -3.10380 -1.14840  -0.001
C 4.77610 1.04290 2.93180  0.001
C 0.57850 4.02260 0.89290  0.018
C -0.76910 -3.12710 2.05810  -0.009
C 0.70150 0.62080 4.06920  0.010
C 0.73980 -1.84880 -2.12340  0.133
C -3.54280 -0.32950 -0.22350  0.005
C 4.78800 1.25420 1.41510  0.001
C -1.54370 -2.03120 2.80190  0.012
C -1.47530 2.96240 -1.98220  -0.005
C 1.43080 1.44710 5.07500  0.000
C 3.63320 0.61970 0.70660  -0.005
C -5.81860 -0.79180 -0.96870  0.020
C 2.20020 -1.75520 -1.69440  -0.086
B 1.54380 1.74970 1.84300  0.055
H -0.17840 2.90010 5.23880  0.000
H -7.38670 0.01250 0.24330  -0.003
H 4.04600 3.29350 1.31870  0.000
H 0.41610 -0.92760 -2.61100  -0.028
H 2.84320 1.18980 6.68170  0.000
H -0.24500 1.60990 6.44050  0.000
H 0.01270 -3.53580 2.69570  0.001
H 1.41210 5.91200 1.12260  0.000
H 0.09120 -2.08160 -1.26320  -0.016
H 2.11950 -3.39640 -0.26880  0.001
H 5.67130 0.73120 1.03160  0.000
H 4.01210 1.63430 3.42300  0.000
H -2.71290 -1.82430 4.61610  0.000
H -1.36010 3.88360 -2.56440  0.000
H 2.27570 2.38560 2.48200  0.000
H -3.24250 3.78220 -1.02920  0.000
H 2.97040 4.51990 2.48500  0.000
H 5.74210 1.32800 3.34220  0.000
H -5.85850 1.10790 1.84210  0.000
H -0.72160 4.97230 3.09560  0.000
H -0.37110 5.28970 -0.64100  0.000
H 4.69390 -0.72190 -0.67820  0.000
H -3.05810 2.03420 -0.84180  -0.005
H -6.48890 -1.24360 -1.68180  0.000
H 2.80390 -1.51550 -2.58000  -0.001
H -0.31520 -2.71990 1.14900  0.012
H -0.04200 6.60080 3.00100  0.000
H -1.44360 -3.93130 1.77560  0.001
H 2.26740 5.85260 3.36870  0.000
H 4.60370 -0.00590 3.16450  0.000
H -3.59140 2.70870 -2.38180  0.000
H 2.09820 2.13590 4.55660  0.000
H -1.68920 1.79570 -3.78020  0.000
H 1.65980 4.22670 3.64870  0.000
H 2.57560 -3.87170 -1.90870  0.000
H -0.33680 -0.88370 5.29990  0.000
H -1.45140 -3.06160 4.70120  0.000
H -1.28220 0.83560 -2.35300  0.020
H 3.74030 -3.05050 -0.87140  0.000
H 0.94920 2.89730 6.59840  0.000
H 5.03970 2.81610 -0.05250  0.000
H 2.95770 -0.05610 5.43860  0.000
H -2.92260 -3.36080 3.78090  0.000
H -2.32440 -1.65240 2.12880  0.001
H -1.00600 5.97220 1.67090  0.000
H 5.79910 3.16130 1.50330  0.000
H 0.61110 -2.66200 -2.83420  0.008
H -0.04290 1.83830 -3.15360  0.000
H 1.62890 -0.08250 6.60140  0.000

Atoms 1-3, force components in eV/Å:
-0.4 -0.1 -0.8
-0.3 0.2 0.3
0.0 -0.1 -0.2

* charge: +1
* HOMO (spin up / spin down): -10.8 / -10.8 eV
* frontier orbital gap (spin up / spin down): 6.440 / 6.962 eV
* 2S+1: 2
* ΔE to the lowest compared entry with this formula, charge and spin: 0.00 kcal per mole

---

No. 2
Molecular formula: C33H49ClF3N3O6
Method: DFT, ωB97M-V/def2-TZVPD

Last column: Löwdin charge in e.
Atoms and positions in Å:
Cl -4.06267 -1.52737 -2.41412  0.671
F 0.10632 -4.52713 -1.37715  0.104
F -0.36159 -2.76024 -2.64880  0.096
F 1.66424 -3.59382 -2.61134  0.124
O -2.20636 -3.27934 -0.56199  0.112
O -7.52599 1.64499 -3.04719  -0.209
O 6.23281 -0.46495 8.70396  -0.190
O -1.41830 -0.56334 3.39372  0.113
O -2.15215 1.34744 -3.42864  -0.211
O 5.76450 -2.37400 1.31544  -0.195
N -7.78941 3.01581 -5.57466  0.037
N 0.59382 0.62024 -2.92505  0.053
N 5.92828 -1.79848 6.16310  0.040
C -1.35532 0.78681 -4.46159  -0.203
C 0.60295 -3.30443 -1.81227  -0.471
C -0.10170 -1.12676 1.41430  -0.041
C -3.79908 -0.65492 -0.88886  -0.528
C 2.37535 -1.27662 1.20904  -0.101
C 6.76152 -1.34893 1.38337  -0.246
C -7.72800 0.91134 -4.24972  -0.202
C 4.89112 -0.87840 6.64445  -0.429
C 6.66228 0.88074 8.59033  -0.107
C -0.28376 -1.94414 0.20191  0.017
C -2.74563 -1.02232 0.03324  -0.067
C -1.76581 -2.22982 -0.17503  -0.288
C 4.67319 -2.13289 2.20948  -0.189
C 2.19342 -2.11095 -0.00908  -0.061
C 3.48329 -2.62020 -0.68049  -0.133
C -2.35934 2.74439 -3.53449  -0.103
C 1.20609 -0.76771 1.94723  0.064
C -2.56427 -0.21616 1.26135  -0.060
C -8.41461 1.70286 -5.37797  -0.430
C 4.05183 -2.04954 -1.78763  0.009
C 4.93978 -0.72032 8.17538  -0.205
C 3.78328 -0.89095 1.78245  -0.100
C -4.68528 0.49445 -0.60786  -0.060
C -3.43798 0.89780 1.56533  -0.010
C 0.64146 2.39696 -4.59196  -0.075
C -9.91406 1.89586 -5.16972  -0.074
C -8.67351 1.75240 -2.22165  -0.105
C 0.16144 0.98212 -4.28040  -0.423
C -1.37620 -0.63393 2.19137  -0.282
C 6.81239 -0.46333 0.05680  -0.076
C -4.50966 1.25873 0.63630  -0.047
C 5.00995 0.44073 5.88584  -0.067
C 0.88696 -2.45174 -0.55966  0.030
H 4.22465 0.03507 8.52499  0.120
H 6.71494 -0.72080 2.31101  0.118
H 3.99728 -3.03607 2.15790  0.132
H -3.32192 1.50179 2.49308  0.115
H 0.36358 -0.35718 -2.75771  0.048
H -10.38952 2.18911 -6.10856  0.076
H -1.55709 3.28594 -3.02872  0.075
H -6.81010 2.88020 -5.81550  0.070
H -5.48947 0.74262 -1.34829  0.095
H -8.25092 -0.03072 -4.04246  0.121
H -2.44347 3.07067 -4.57512  0.091
H -5.22656 2.09382 0.80723  0.102
H 5.06064 -2.04189 3.26244  0.112
H -6.72582 0.63774 -4.59392  0.121
H 0.18357 2.77614 -5.50908  0.077
H -8.33563 1.90215 -1.19420  0.084
H -9.29096 0.85082 -2.25623  0.093
H 7.59379 -0.83562 -0.66230  0.076
H -10.14044 2.67978 -4.44666  0.063
H 3.61398 -0.24931 2.68591  0.097
H 0.42826 3.09996 -3.78634  0.063
H -1.69349 1.14108 -5.44408  0.120
H 1.31091 -0.16904 2.87715  0.123
H 7.16578 1.03846 7.63428  0.073
H 4.06149 -0.93935 -1.94433  0.078
H 5.78406 -2.70900 6.59381  0.076
H 6.81636 -1.48776 6.55490  0.072
H 1.72473 2.40375 -4.73508  0.075
H 5.82424 -0.48158 -0.48158  0.039
H -3.29090 2.98537 -3.01832  0.085
H 4.02513 -3.49580 -0.24611  0.120
H 5.83624 1.58762 8.70795  0.091
H 4.67845 0.31173 4.85199  0.054
H -1.55970 -0.28818 -4.43432  0.113
H -9.26157 2.62820 -2.50272  0.074
H 3.91439 -1.30634 6.39513  0.135
H 6.99713 0.62285 0.30360  0.076
H 6.03500 0.80922 5.84146  0.066
H -8.28932 1.12500 -6.29935  0.135
H 0.65972 0.31025 -4.98693  0.136
H 7.76156 -1.87546 1.41734  0.119
H 7.39337 1.06734 9.37876  0.088
H 4.26885 -0.22776 1.01354  0.119
H 4.38609 1.21462 6.33958  0.081
H -7.74990 3.47331 -4.66491  0.069
H -0.00551 1.12177 -2.27027  0.071
H -10.38805 0.97051 -4.83303  0.078
H 4.57339 -2.67598 -2.55326  0.078
H 4.62715 -1.66996 8.62022  0.122

Atoms 1-3, force components in eV/Å:
0.3 0.6 1.1
0.7 1.4 -0.7
1.3 -0.4 1.2

* HOMO: -9.1 eV
* frontier orbital gap: 8.285 eV
* structure (SMILES): C=Cc1c(CCOCC)cc2c(c1C(F)(F)F)C(=O)c1c(Cl)cccc1C2=O.COC[C@@H](C)N.COC[C@@H](C)N.COC[C@@H](C)N

---

No. 3
Molecular formula: C33H49F9NO10
Method: DFT, ωB97M-V/def2-TZVPD

Last column: Mulliken spin population.
Atoms and positions in Å:
F 4.68723 -2.94203 -2.84315  0.000
F 3.74130 -0.27564 6.10575  0.000
F -8.04191 5.20204 5.22555  0.000
F -6.42210 5.09595 3.79760  0.000
F 4.39895 -0.47907 4.06346  0.000
F 2.35161 -0.86828 4.57545  0.000
F 5.44013 -3.83684 -4.65744  0.000
F 6.44626 -2.13727 -3.79104  0.000
F -8.39046 5.69161 3.15318  0.000
O 5.26995 -2.62933 5.37455  0.000
O 5.03497 -1.22522 -5.86036  0.000
O 1.63917 3.64922 -2.21312  0.564
O -4.35026 -0.68601 -0.38091  0.000
O -9.05300 3.05119 3.06977  0.000
O 3.18774 -1.54271 -4.61828  0.000
O -7.20582 2.60235 4.27174  0.000
O -2.84140 1.12317 -0.27328  0.000
O -3.03452 0.12343 -3.41021  0.000
O 3.14240 -3.35811 5.40881  0.000
N 1.18305 2.82779 -1.33787  0.313
C 3.03753 -2.45534 0.46349  0.000
C -0.01311 3.34583 -0.64809  0.032
C -3.22373 -1.02227 -2.56496  0.000
C -0.14223 0.64397 -1.24347  -0.009
C -1.91113 0.43702 0.54685  -0.001
C 5.81130 -4.80331 4.42307  0.000
C 4.20670 1.04249 -6.17874  0.000
C 2.41424 0.75311 -1.63640  0.031
C -7.73134 4.86868 3.96453  0.000
C 2.25640 -3.51035 0.06518  0.000
C 0.31656 -2.20416 0.50949  -0.001
C -0.46769 2.45011 0.52365  0.023
C -8.09247 3.40177 3.68934  0.000
C 4.30198 -0.35777 -6.74599  0.000
C 5.23993 -2.67172 -4.02210  0.000
C -6.93401 0.68038 2.80302  0.000
C 0.88135 -3.39375 0.10761  0.000
C 4.34471 -1.73827 -4.84981  0.000
C 0.00800 -4.55342 -0.31968  0.000
C -4.53879 -0.94393 -1.76074  0.000
C 1.07328 -1.10891 0.87230  -0.001
C 0.47580 0.22407 1.27236  0.021
C -4.15586 0.67025 -0.10059  0.000
C -0.47531 0.90476 0.23952  0.004
C -1.16408 3.72841 -1.60055  0.036
C 0.82776 1.42602 -3.38064  0.004
C 0.42250 4.68758 0.01452  0.002
C 2.43426 -1.28928 0.85518  -0.003
C 5.74252 -3.95497 5.67490  0.000
C -7.44305 1.18966 4.13409  0.000
C 1.03873 1.43456 -1.84614  0.041
C 3.60541 -1.02198 4.99789  0.000
C 3.95318 -2.49024 5.27370  0.000
H -6.90209 0.71199 4.94877  0.000
H 1.42846 4.55733 0.42479  -0.006
H -0.13178 0.03079 2.17131  0.001
H 3.72199 1.70988 -6.89066  0.000
H 3.12070 1.22402 -2.32749  -0.005
H -1.03228 0.89148 -1.83242  -0.003
H 3.06140 -0.44852 1.14670  -0.001
H 3.63448 1.05199 -5.25067  -0.001
H 0.23446 2.66042 1.33855  -0.007
H 1.69843 1.78945 -3.92231  0.005
H -5.26164 -0.26203 -2.23089  0.000
H 1.28209 0.87914 1.61367  -0.003
H 6.73748 -3.83106 6.09837  0.000
H -4.52822 0.96068 0.89054  0.000
H -7.04315 -0.40181 2.73923  0.000
H -0.77091 -2.18116 0.52125  0.000
H -0.11137 1.90581 -3.66863  0.001
H 6.41823 -4.31132 3.66197  0.000
H -4.75904 1.23982 -0.82650  0.000
H -1.86742 4.33036 -1.01593  -0.002
H -2.10317 0.75244 1.59145  0.000
H -7.48109 1.13250 1.97519  0.000
H -3.52953 0.83799 -2.99305  0.000
H 6.24606 -5.77723 4.64641  0.000
H -8.50036 0.96540 4.27156  0.000
H -3.25690 -1.88608 -3.23661  0.000
H -0.78692 4.30195 -2.44938  -0.005
H -0.30260 5.02938 0.75485  0.001
H 4.85650 -0.34593 -7.68249  0.000
H -2.35575 -1.13752 -1.90474  0.000
H -4.98676 -1.94238 -1.81979  0.000
H 5.11866 -4.41695 6.43951  0.000
H 0.71642 0.36460 -3.64564  -0.001
H 0.51124 5.43674 -0.77705  0.001
H 2.36909 -0.32487 -1.79819  0.000
H 4.81937 -4.95602 3.99751  0.000
H 0.04975 -0.41160 -1.46317  0.007
H 2.78154 0.97843 -0.63075  -0.028
H -1.44481 2.82549 0.83741  0.000
H -5.88248 0.93806 2.67447  0.000
H 5.20031 1.43025 -5.95071  0.000
H 4.12106 -2.51820 0.44709  0.000
H -1.73361 2.86947 -1.96889  -0.008
H 2.67706 -4.44851 -0.28907  0.000
H 3.31700 -0.77359 -6.95617  0.000
H -2.02214 -0.65057 0.53603  -0.001
H 0.41775 -4.95176 -1.25533  0.000
H -1.00896 -4.22405 -0.55051  0.000
H -0.01911 -5.35982 0.41743  0.000

Atoms 1-3, force components in eV/Å:
-0.2 0.1 -0.1
0.1 -0.3 0.2
0.0 -0.2 0.0

* HOMO (spin up / spin down): -8.2 / -8.9 eV
* frontier orbital gap (spin up / spin down): 8.689 / 9.368 eV
* 2S+1: 2

---

Maximum force? In order: 3.6, 3.4, 2.2 eV Å⁻¹.